[1]
A structure of composition C36H29F3N3NiO5STe. Source: OMol25; level of theory: the ωB97M-V functional and the def2-TZVPD basis.

## Properties
- E_HOMO (alpha / beta) (eV) = -1.650 / -0.810
- total energy (eV) = -119837.6489
- spin multiplicity = 2
- Kohn-Sham gap (alpha / beta) (eV) = 5.775 / 4.936
- <S²> = 0.77
- net charge = -2

```
79
Properties=species:S:1:pos:R:3:lowdin_charge:R:1
Ni -0.646 0.153 0.687 0.134
O -2.369 6.458 -1.712 -0.042
C -1.325 6.129 -1.143 -0.709
O -0.397 6.812 -0.703 -0.046
C -1.184 4.584 -0.923 -0.100
C -1.736 3.674 -1.829 -0.014
C -1.678 2.325 -1.552 -0.114
N -1.195 1.851 -0.404 0.092
C -0.664 2.721 0.486 -0.324
C -0.590 4.085 0.227 -0.019
C 1.221 1.505 1.312 -0.784
O 2.125 1.943 1.985 0.058
O 1.282 0.692 0.356 -0.165
H -2.181 4.033 -2.744 0.107
H -2.061 1.591 -2.251 0.109
H -0.089 4.752 0.913 0.115
F -1.716 -4.773 0.959 0.102
C -2.940 -4.223 0.800 -0.602
F -3.192 -4.293 -0.528 0.099
F -3.789 -5.134 1.347 0.087
C -3.090 -2.872 1.390 -0.147
C -4.068 -2.619 2.381 -0.017
C -4.133 -1.340 2.922 -0.100
C -3.252 -0.367 2.500 -0.110
N -2.327 -0.598 1.544 -0.011
C -2.251 -1.831 0.989 -0.697
S -1.054 -1.935 -0.248 0.661
H -4.737 -3.404 2.697 0.103
H -4.871 -1.103 3.676 0.085
H -3.266 0.631 2.913 0.107
C 4.199 7.133 -5.481 -0.066
C 3.767 6.127 -4.450 -0.288
C 3.522 6.490 -3.140 -0.026
C 3.099 5.566 -2.190 -0.290
C 2.721 6.095 -0.846 -0.074
C 2.963 4.218 -2.536 -0.333
Te 2.252 2.743 -1.076 1.656
N -0.144 2.043 1.603 0.059
C -0.280 2.183 3.013 -0.342
O -0.297 1.119 3.631 0.103
C -0.230 3.486 3.669 -0.114
C 0.620 3.595 4.782 -0.015
C 0.793 4.798 5.426 -0.092
C 0.091 5.924 5.008 -0.095
C -0.805 5.814 3.953 -0.079
C -0.961 4.619 3.284 -0.029
C 4.112 2.427 -0.043 -0.384
C 4.520 3.321 0.933 -0.134
C 5.566 3.030 1.789 -0.104
C 6.228 1.822 1.676 -0.107
C 5.842 0.933 0.689 -0.066
C 4.784 1.212 -0.169 -0.313
C 4.365 0.200 -1.187 -0.082
C 3.148 3.859 -3.873 -0.316
C 2.894 2.475 -4.402 -0.100
C 3.552 4.806 -4.804 -0.045
H 4.234 8.134 -5.056 0.066
H 3.503 7.137 -6.322 0.073
H 5.189 6.886 -5.870 0.071
H 3.631 7.525 -2.846 0.110
H 3.383 6.905 -0.543 0.077
H 2.728 5.314 -0.090 0.011
H 1.702 6.492 -0.896 0.064
H 1.181 2.723 5.082 0.120
H 1.499 4.872 6.243 0.095
H 0.242 6.876 5.498 0.092
H -1.373 6.682 3.642 0.105
H -1.666 4.558 2.470 0.110
H 3.991 4.250 1.064 0.083
H 5.842 3.731 2.564 0.092
H 7.030 1.569 2.358 0.089
H 6.356 -0.017 0.598 0.099
H 5.124 -0.573 -1.302 0.069
H 4.194 0.693 -2.145 0.049
H 3.428 -0.264 -0.877 0.076
H 2.253 1.909 -3.729 0.013
H 3.832 1.932 -4.530 0.076
H 2.407 2.542 -5.374 0.070
H 3.684 4.507 -5.837 0.110
```

=====

[2]
An isolated molecule of C16H23NO2S. Source: OMol25; level of theory: the ωB97M-V functional and the def2-TZVPD basis.

## Properties
- E_HOMO (eV) = -9.035
- total energy (eV) = -33384.9265
- Kohn-Sham gap (eV) = 9.077
- relative energy (zero: lowest compared OMol25 entry of this formula, charge and spin) (eV) = 1.455

```
43
Properties=species:S:1:pos:R:3:nbo_charge:R:1
O -0.563 -2.049 1.577 -0.948
S -0.336 -2.364 0.198 2.313
O -0.225 -3.733 -0.211 -0.936
N -1.590 -1.723 -0.669 -0.861
H -1.610 -2.020 -1.630 0.401
C -1.992 -0.355 -0.402 -0.070
C -3.526 -0.262 -0.411 -0.411
C -4.134 0.642 0.670 -0.401
H -3.555 0.552 1.589 0.202
C -4.292 2.118 0.291 -0.400
H -5.164 2.516 0.817 0.210
H -4.521 2.187 -0.774 0.191
C -3.120 3.041 0.640 -0.388
H -3.339 4.020 0.206 0.200
C -1.730 2.594 0.179 -0.410
C -1.693 2.074 -1.264 -0.409
H -2.668 2.215 -1.727 0.198
H -0.981 2.656 -1.853 0.213
C -1.287 0.603 -1.373 -0.403
H -0.210 0.517 -1.202 0.211
H -1.487 0.263 -2.394 0.196
H -1.356 1.825 0.853 0.194
H -1.058 3.449 0.281 0.212
H -3.088 3.169 1.725 0.201
H -5.133 0.254 0.883 0.213
H -3.878 0.045 -1.397 0.195
H -3.887 -1.277 -0.235 0.228
H -1.641 -0.194 0.620 0.223
C 1.129 -1.501 -0.346 -0.511
C 1.729 -0.660 0.486 -0.160
C 2.913 0.150 0.243 -0.022
C 3.617 0.112 -0.962 -0.195
C 4.734 0.903 -1.147 -0.209
C 5.170 1.746 -0.137 -0.197
C 4.481 1.794 1.064 -0.213
C 3.363 1.004 1.253 -0.189
H 2.827 1.041 2.190 0.213
H 4.817 2.448 1.855 0.217
H 6.044 2.362 -0.285 0.216
H 5.271 0.863 -2.084 0.216
H 3.289 -0.543 -1.754 0.207
H 1.275 -0.557 1.464 0.236
H 1.440 -1.755 -1.342 0.229
```